(1)
C8H17O5Pt | ωB97M-V with the def2-TZVPD basis set

The geometry in ORCA input format:
```
! RIJCOSX wB97M-V def2-TZVPD def2/J DEFGRID3
* xyz 1 3
Pt -0.5583 -0.6751 -0.2099
C -0.5065 -1.8508 -3.1859
O -1.3184 -1.1642 -2.2071
C -2.1120 -0.0760 -2.7199
C -1.3350 1.2069 -2.5894
O -0.9433 1.3023 -1.2138
C -0.1376 2.4585 -0.9223
H -1.1479 -2.1834 -4.0002
H -0.0751 -2.7104 -2.6828
H 0.2801 -1.1960 -3.5607
H -3.0136 -0.0491 -2.1096
H -2.3821 -0.2779 -3.7562
H -1.9601 2.0645 -2.8470
H -0.4415 1.2125 -3.2210
H -0.7188 3.3556 -1.1318
H 0.7693 2.4457 -1.5291
H 0.1132 2.4108 0.1322
C 1.0096 0.8130 3.4222
C 0.9889 -0.3812 2.4905
C 2.1535 -1.3294 2.7079
O 1.0514 0.1303 1.1034
C -0.3199 -1.1617 2.6529
O -0.6458 -1.5449 3.7392
O -1.0532 -1.3897 1.5656
H 1.9565 1.3455 3.3326
H 0.8898 0.4659 4.4467
H 0.1890 1.4947 3.1984
H 3.0997 -0.7914 2.6125
H 2.1272 -2.1599 2.0000
H 2.0964 -1.7419 3.7131
H 1.9444 -0.0232 0.7697
*
```

Summary:
Energy above the lowest of the compared OMol25 structures with the same formula, charge and spin ... 0.091 eV
HOMO (alpha / beta) ... -12.8600 / -13.1171 eV
Expectation value of S² ... 2.005
LUMO level (alpha / beta) ... -3.35 / -5.55 eV
DFT total energy ... -810.1858 a.u.
Kohn-Sham gap (alpha / beta) ... 9.51 / 7.56 eV



(2)
C8H18BFO3V | ωB97M-V with the def2-TZVPD basis set

The geometry in ORCA input format:
```
! RIJCOSX wB97M-V def2-TZVPD def2/J DEFGRID3
* xyz 1 1
C 2.9639 -1.8404 0.4135
O 3.5231 -0.6693 -0.1787
C 2.9735 0.5644 0.2592
C 1.4874 0.6573 0.5172
C 0.6236 0.3826 -0.7181
C -0.7982 0.8963 -0.4270
C -1.6200 -0.1256 0.3949
B -3.1579 0.1544 0.2250
C -4.2557 -0.9371 0.4428
C -5.6041 -0.4138 -0.0533
F -6.4024 -1.4622 -0.4996
H 2.0864 -2.1324 -0.1537
H 2.7421 -1.7086 1.4672
H 3.6932 -2.6371 0.3317
H 3.4962 0.9364 1.1519
H 3.2005 1.2637 -0.5606
H 1.3024 1.7024 0.7654
H 1.1558 0.0913 1.3821
H 0.5292 -0.6812 -0.9122
H 1.0261 0.9267 -1.5697
H -1.3301 1.0488 -1.3614
H -0.7521 1.8255 0.1345
H -1.3603 -0.0623 1.4533
H -1.3888 -1.1287 0.0344
H -3.4707 1.2603 -0.1141
H -4.0644 -1.8428 -0.1309
H -4.3614 -1.1593 1.5051
H -5.4727 0.2371 -0.9125
H -6.1456 0.1111 0.7290
O 7.6056 0.7636 -1.1326
V 6.1612 1.3018 -0.9945
O 5.6140 2.6769 -1.4885
*
```

Summary:
HOMO ... -12.6007 eV
LUMO level ... -8.30 eV
DFT total energy ... -1609.6190 a.u.
Kohn-Sham gap ... 4.30 eV



(3)
C8H18BrNO5S | ωB97M-V with the def2-TZVPD basis set

The geometry in ORCA input format:
```
! RIJCOSX wB97M-V def2-TZVPD def2/J DEFGRID3
* xyz 0 1
C 1.2546 3.8507 -1.6726
C 2.0422 3.0344 -0.6366
C 1.1472 2.1459 0.2015
Br -0.0131 3.2532 1.3489
N 1.8833 1.2763 1.1274
C 2.4227 0.1290 0.5386
O 3.0355 0.1012 -0.4997
O 2.2195 -0.9470 1.3287
C 2.4211 -2.2104 0.6718
H 0.7784 4.7112 -1.1930
H 0.4824 3.2494 -2.1580
H 1.9422 4.2471 -2.4229
H 2.5388 3.7296 0.0500
H 2.7935 2.4142 -1.1268
H 0.4353 1.5763 -0.3999
H 1.2764 0.9885 1.8845
H 1.9898 -2.9619 1.3332
H 1.8941 -2.2236 -0.2839
H 3.4850 -2.4026 0.5191
C -3.3956 -2.9306 -1.3185
C -3.3036 -1.4512 -1.0116
O -2.8031 -1.1791 0.3207
S -1.2542 -1.3838 0.5842
C -1.1624 -0.5614 2.1303
O -0.5190 -0.6374 -0.3979
O -0.9684 -2.7744 0.7587
H -2.4120 -3.3952 -1.3569
H -3.8782 -3.0695 -2.2861
H -3.9796 -3.4451 -0.5558
H -2.6820 -0.9237 -1.7363
H -4.2900 -0.9931 -1.0216
H -1.3962 0.4889 1.9725
H -0.1356 -0.6852 2.4727
H -1.8493 -1.0211 2.8353
*
```

Summary:
Energy above the lowest of the compared OMol25 structures with the same formula, charge and spin ... 0.000 eV
HOMO ... -10.2127 eV
LUMO level ... 0.56 eV
SMILES ... CC[C@H](Br)NC(=O)OC.CCOS(C)(=O)=O
DFT total energy ... -3718.7965 a.u.
Kohn-Sham gap ... 10.77 eV



(4)
C8H18Cl12N2O4 | ωB97M-V with the def2-TZVPD basis set

The geometry in ORCA input format:
```
! RIJCOSX wB97M-V def2-TZVPD def2/J DEFGRID3
* xyz 0 1
C 4.0285 -6.8166 20.6909
N 3.3652 -5.6764 21.4641
O 4.0607 -4.6641 21.6383
O 2.1897 -5.6882 21.7030
H 3.2918 -7.6199 20.6799
H 4.9418 -7.1329 21.1948
H 4.1571 -6.4014 19.6913
C 0.0369 -7.5487 16.2962
N 0.0150 -6.1051 16.0309
O 0.3643 -5.3926 16.9307
O -0.3369 -5.7562 14.9308
H -0.7430 -8.0093 15.6897
H -0.1167 -7.6967 17.3651
H 1.0063 -7.9150 15.9584
Cl -4.4249 -4.3425 17.8927
C -3.9848 -4.4200 19.6703
Cl -4.1301 -6.1026 20.3037
H -2.9715 -4.0670 19.8616
H -4.6891 -3.7800 20.2018
Cl 6.9489 -12.6377 16.1996
C 6.9435 -11.2339 17.2432
Cl 5.9904 -9.9562 16.3820
H 6.4024 -11.4276 18.1694
H 7.9522 -10.8912 17.4738
Cl -3.5522 -0.3940 11.8601
C -3.6281 -1.8997 10.8063
Cl -3.4340 -1.3481 9.1981
H -2.7603 -2.5258 11.0135
H -4.5809 -2.4214 10.8966
Cl 0.7673 -12.2042 19.3080
C -0.8095 -12.7224 19.8827
Cl -1.3183 -14.2972 19.1045
H -1.0021 -12.8678 20.9457
H -1.5461 -12.0273 19.4799
Cl 5.8745 -1.2578 15.8703
C 4.1598 -1.3490 16.3373
Cl 2.9835 -0.8315 15.0227
H 3.8594 -2.3654 16.5921
H 4.0722 -0.5611 17.0854
Cl -4.6897 -10.7280 13.7384
C -4.9364 -10.4050 11.9958
Cl -6.0492 -9.0166 11.9234
H -3.9290 -10.1968 11.6353
H -5.3743 -11.2591 11.4793
*
```

Summary:
Energy above the lowest of the compared OMol25 structures with the same formula, charge and spin ... 1.880 eV
HOMO ... -10.7063 eV
LUMO level ... -0.21 eV
SMILES ... C[N+](=O)[O-].C[N+](=O)[O-].ClCCl.ClCCl.ClCCl.ClCCl.ClCCl.ClCCl
DFT total energy ... -6248.1321 a.u.
Kohn-Sham gap ... 10.50 eV



(5)
C8H18Cl2O3PRuS | ωB97M-V with the def2-TZVPD basis set

The geometry in ORCA input format:
```
! RIJCOSX wB97M-V def2-TZVPD def2/J DEFGRID3
* xyz 2 6
C -0.2493 -3.3823 -3.0836
C -0.4252 -2.3000 -2.0709
H -1.2405 -3.7586 -3.3837
H 0.3561 -4.1868 -2.6427
H 0.2757 -2.9732 -3.9692
O -1.4096 -1.7711 -1.6074
Cl 1.2240 -1.7167 -1.4454
Ru 0.0558 -0.2130 0.0591
P 0.0596 1.6185 -1.1346
C -1.4191 2.6797 -0.9440
C 1.3848 2.8632 -0.9229
H 0.8832 0.6333 -3.1930
H 0.1485 2.2557 -3.4835
H -0.9054 0.8252 -3.2142
C 0.0485 1.3025 -2.9336
H 2.3561 2.3586 -0.8994
H 1.3760 3.6136 -1.7308
H -1.4460 3.5088 -1.6689
H -1.4108 3.1042 0.0729
H 1.2473 3.3798 0.0409
H -2.3215 2.0586 -1.0635
C -1.6483 0.0790 0.6889
O -2.7218 0.2236 1.1208
Cl 2.2188 0.3911 0.8082
C 0.5796 0.3089 3.5261
S 1.0753 -1.3389 2.9787
C 0.1781 -2.2984 4.2087
O 0.1825 -1.5926 1.7233
H 1.0370 0.4589 4.5049
H -0.5247 0.3595 3.5707
H 0.9731 1.0219 2.7925
H -0.8803 -2.0496 4.1828
H 0.3379 -3.3492 3.9201
H 0.6049 -2.1142 5.1928
*
```

Summary:
Energy above the lowest of the compared OMol25 structures with the same formula, charge and spin ... 0.000 eV
HOMO (alpha / beta) ... -13.9022 / -17.0041 eV
Expectation value of S² ... 8.772
LUMO level (alpha / beta) ... -6.69 / -11.00 eV
DFT total energy ... -2295.4013 a.u.
Kohn-Sham gap (alpha / beta) ... 7.21 / 6.01 eV



(6)
C8H18ClIN2OPRe | ωB97M-V with the def2-TZVPD basis set

The geometry in ORCA input format:
```
! RIJCOSX wB97M-V def2-TZVPD def2/J DEFGRID3
* xyz 3 4
C 0.4817 -1.9349 -0.4975
I 0.5752 2.5980 0.2927
H -0.4706 -2.4919 -0.5191
H 1.0206 -2.2370 0.4076
H 0.9576 -2.2051 -1.4508
Re -0.3147 -0.0184 -0.4642
P -0.2174 0.3705 -2.6874
C 1.3486 0.8324 -3.4449
C -0.7959 -1.0820 -3.5902
H -2.3134 1.5893 -2.5694
H -1.5373 1.5772 -4.1890
H -0.9184 2.6737 -2.8875
C -1.3661 1.6965 -3.1117
H -1.7409 -1.4674 -3.1838
H -0.9549 -0.7181 -4.6130
H 1.0999 0.9543 -4.5066
H 2.1102 0.0486 -3.3270
H -0.0402 -1.8813 -3.5795
H 1.7426 1.7756 -3.0431
C 1.6404 0.2079 -0.4865
O 2.8046 0.2679 -0.4284
Cl -2.6417 -0.2129 -0.3489
C -1.0434 0.6488 4.8286
N -0.0519 -0.0568 4.0163
C 1.0037 -0.6735 4.8215
C -0.0683 -0.0692 2.7352
N -0.2405 -0.1866 1.5777
H -0.7334 0.4678 5.8690
H -2.0519 0.2523 4.6572
H -1.0390 1.7243 4.6125
H 1.0638 -1.7529 4.6363
H 1.9795 -0.2195 4.6093
H 0.7116 -0.4779 5.8645
*
```

Summary:
Energy above the lowest of the compared OMol25 structures with the same formula, charge and spin ... 0.000 eV
HOMO (alpha / beta) ... -20.4014 / -19.9957 eV
Expectation value of S² ... 3.780
LUMO level (alpha / beta) ... -14.01 / -15.47 eV
DFT total energy ... -1676.6862 a.u.
Kohn-Sham gap (alpha / beta) ... 6.40 / 4.52 eV



(7)
C8H18ClN | ωB97M-V with the def2-TZVPD basis set

The geometry in ORCA input format:
```
! RIJCOSX wB97M-V def2-TZVPD def2/J DEFGRID3
* xyz 1 2
Cl 1.1408 0.1446 3.8683
C 0.2662 -2.9082 1.4244
C 0.1663 -2.0354 0.1886
C -0.6078 -0.6663 0.4011
N -0.4620 0.3313 -0.8074
C -1.0987 -0.2123 -2.0587
C -1.0705 1.6891 -0.3140
C 0.0693 2.3586 0.4992
C 1.3662 1.6324 0.2413
C 0.9591 0.7817 -0.9953
H -0.7124 -3.0886 1.8693
H 0.8445 -2.4068 2.2004
H 0.7523 -3.8316 1.1094
H -0.1896 -2.5984 -0.6742
H 1.1993 -1.8648 -0.1146
H -0.2733 -0.1663 1.3100
H -1.6815 -0.8472 0.4513
H -0.5399 -1.0662 -2.4418
H -0.9895 0.6032 -2.7736
H -2.1627 -0.3747 -1.8868
H -1.2220 2.2753 -1.2204
H -2.0186 1.5258 0.1983
H -0.0092 3.3668 0.0924
H -0.1565 2.4314 1.5631
H 2.1022 2.3319 -0.1551
H 1.8425 1.1680 1.1047
H 0.8786 1.4827 -1.8260
H 1.6069 -0.0560 -1.2537
*
```

Summary:
Energy above the lowest of the compared OMol25 structures with the same formula, charge and spin ... 0.000 eV
HOMO (alpha / beta) ... -15.1643 / -14.8949 eV
Expectation value of S² ... 0.752
LUMO level (alpha / beta) ... -2.48 / -7.15 eV
DFT total energy ... -830.2480 a.u.
Kohn-Sham gap (alpha / beta) ... 12.68 / 7.75 eV



(8)
C8H18F3N3O13PPt | ωB97M-V with the def2-TZVPD basis set

The geometry in ORCA input format:
```
! RIJCOSX wB97M-V def2-TZVPD def2/J DEFGRID3
* xyz -2 4
Pt 2.3351 -15.7980 10.4984
P 0.8512 -15.7338 8.6068
O 1.1485 -17.0806 9.3612
O 0.5292 -14.8555 9.8499
O -0.0469 -15.7838 7.3609
O 2.3500 -15.4136 8.4008
C -0.9625 -10.2132 10.0788
C 0.0645 -11.2749 9.7748
C 1.0438 -11.6892 10.9336
O 0.3260 -12.3786 11.9897
C 1.1534 -12.9994 12.8885
N -0.5868 -12.4612 9.0178
H -0.5383 -12.2538 8.0305
H -0.1506 -13.3500 9.2175
H -1.5546 -12.6253 9.2557
H -1.6651 -9.9817 9.2783
H -0.4918 -9.2652 10.3392
H -1.5437 -10.5901 10.9204
H 0.6257 -10.9042 8.9171
H 1.6062 -10.8147 11.2608
H 1.7970 -12.4055 10.6054
H 1.6624 -13.8041 12.3579
H 0.5947 -13.5524 13.6435
H 1.9000 -12.3918 13.4000
N 1.6822 -16.2815 13.9510
O 2.5728 -16.3485 14.7102
O 0.4965 -16.2940 14.2677
O 1.9488 -16.3170 12.7307
N 4.9874 -17.9329 10.5643
O 5.6369 -18.0653 11.5770
O 3.8946 -17.3596 10.6255
O 5.4186 -18.3613 9.4656
C 4.9544 -13.2676 11.1895
O 6.1042 -14.0411 11.5578
O 3.9019 -14.2200 10.9922
C 4.7892 -12.1885 12.3494
F 4.4845 -12.7775 13.5388
F 5.8893 -11.4860 12.6238
F 3.7648 -11.3372 12.1407
C 7.2075 -14.0810 10.6285
C 8.4050 -14.2807 11.5257
H 8.4211 -13.4573 12.2397
H 8.3493 -15.1656 12.1596
H 9.3564 -14.2827 10.9938
H 7.4405 -13.1710 10.0756
H 7.2329 -14.8298 9.8368
H 5.2084 -12.6797 10.3075
*
```

Summary:
HOMO (alpha / beta) ... -2.1937 / -2.2468 eV
Expectation value of S² ... 3.759
LUMO level (alpha / beta) ... 3.47 / 3.47 eV
DFT total energy ... -2217.9591 a.u.
Kohn-Sham gap (alpha / beta) ... 5.66 / 5.72 eV